Entry 1:
{
  "formula": "C20H23Cl4CsNO2S4",
  "method": "ωB97M-V with the def2-TZVPD basis set",
  "homo_energy_ev": -2.68,
  "e_tot_ev": -120680.3655,
  "total_charge": -1,
  "elements": ["Cs", "C", "C", "S", "C", "C", "S", "C", "C", "S", "C", "C", "S", "H", "H", "H", "H", "H", "H", "H", "H", "H", "H", "H", "H", "H", "H", "H", "H", "Cl", "C", "C", "Cl", "C", "Cl", "C", "O", "C", "O", "C", "Cl", "N", "C", "C", "C", "C", "C", "C", "H", "H", "H", "H", "H", "H", "H"],
  "coordinates": [[0.04357, 0.69631, -1.23914], [-4.21429, -1.74451, -1.08183], [-4.67571, -0.34576, -1.47630], [-3.76495, 1.04374, -0.75869], [-4.26159, 0.93383, 0.98279], [-3.32468, 0.13675, 1.88417], [-1.72879, 0.97232, 2.01301], [-0.79600, -0.17046, 3.06303], [-0.95033, -1.66184, 2.78823], [-0.55152, -2.14680, 1.08513], [-1.89724, -3.31549, 0.74864], [-2.09026, -3.52491, -0.74922], [-2.54415, -2.05676, -1.70219], [-4.90362, -2.47799, -1.50782], [-4.24231, -1.85502, 0.00237], [-5.73446, -0.23093, -1.23411], [-4.57776, -0.20945, -2.55527], [-5.26756, 0.50956, 1.01897], [-4.33402, 1.96145, 1.34270], [-3.16305, -0.85520, 1.46559], [-3.77458, 0.03456, 2.87599], [-1.05313, 0.00659, 4.11002], [0.24317, 0.13245, 2.93149], [-1.97065, -1.98926, 2.99424], [-0.29098, -2.19228, 3.47672], [-2.81666, -2.94091, 1.20305], [-1.67685, -4.28083, 1.20931], [-2.83345, -4.30806, -0.91353], [-1.15979, -3.86877, -1.20480], [4.20949, 2.96145, -7.19892], [3.78711, 2.44747, -5.58997], [4.68697, 2.59176, -4.55846], [6.25510, 3.29270, -4.83483], [4.31593, 2.16132, -3.26986], [5.42967, 2.35417, -1.93554], [3.08022, 1.58749, -2.97735], [2.75325, 1.18828, -1.78425], [2.10684, 1.45536, -4.06496], [0.94428, 0.97751, -3.82708], [2.52414, 1.88755, -5.33659], [1.36891, 1.72673, -6.63497], [2.42871, 2.30518, 0.64396], [2.53796, 1.32800, 1.60061], [2.64934, -0.02173, 1.21804], [2.71976, -1.01809, 2.17608], [2.69090, -0.71881, 3.53609], [2.59045, 0.61347, 3.91936], [2.50326, 1.62218, 2.97322], [2.73124, 2.03842, -0.31793], [2.67868, 3.23419, 0.93959], [2.74023, -0.24550, 0.15973], [2.81569, -2.04828, 1.85335], [2.76561, -1.50430, 4.27727], [2.57601, 0.87470, 4.97149], [2.42190, 2.65652, 3.28938]]
}

Entry 2:
{
  "formula": "C5H13N2",
  "method": "ωB97M-V with the def2-TZVPD basis set",
  "homo_energy_ev": [-4.42, -6.47],
  "e_tot_ev": -8372.0686,
  "multiplicity": 2,
  "total_charge": 0,
  "elements": ["C", "C", "C", "C", "C", "N", "N", "H", "H", "H", "H", "H", "H", "H", "H", "H", "H", "H", "H", "H"],
  "coordinates": [[2.94957, 0.55421, -0.45585], [1.64779, 0.38283, 0.31652], [0.57765, -0.39185, -0.52511], [-0.82482, -0.16517, -0.10412], [-1.96304, -0.41004, -0.88749], [-3.17447, 0.18139, -0.44046], [-1.04827, -0.31038, 1.38532], [3.16842, -0.35676, -1.00264], [2.85332, 1.37108, -1.17377], [3.75303, 0.81434, 0.23197], [1.22174, 1.32281, 0.68527], [1.86853, -0.15891, 1.24790], [0.74255, -0.00603, -1.52584], [0.92421, -1.44070, -0.44150], [-2.11518, -1.30450, -1.49982], [-3.18064, 1.18076, -0.32715], [-4.03248, -0.24582, -0.74292], [-2.02698, -0.57934, 1.49005], [-0.88681, 0.55375, 1.87204], [-0.45413, -0.99168, 1.89760]]
}

Entry 3:
{
  "formula": "C2H6N4S",
  "method": "ωB97M-V with the def2-TZVPD basis set",
  "homo_energy_ev": -9.17,
  "e_tot_ev": -18965.0608,
  "smiles": "[H]/N=C(/NN)SN=C",
  "total_charge": 0,
  "elements": ["H", "N", "C", "N", "N", "S", "N", "C", "H", "H", "H", "H", "H"],
  "coordinates": [[-0.20584, 1.70142, 0.28527], [0.68407, 1.23062, 0.13451], [0.63668, -0.03194, 0.11121], [1.73730, -0.86933, 0.03902], [3.01784, -0.23136, -0.11000], [-0.87615, -1.03109, 0.15515], [-1.96785, 0.23191, -0.03560], [-3.21699, -0.01098, -0.07765], [1.67437, -1.71796, -0.50219], [2.84791, 0.66324, -0.62699], [3.23182, 0.14151, 0.82644], [-3.75303, -0.97168, -0.04446], [-3.81013, 0.89563, -0.15471]]
}

Entry 4:
{
  "formula": "C6H12N2",
  "method": "ωB97M-V with the def2-TZVPD basis set",
  "homo_energy_ev": -8.03,
  "e_tot_ev": -9388.1871,
  "total_charge": 0,
  "elements": ["C", "C", "C", "C", "C", "C", "H", "H", "H", "H", "H", "H", "H", "H", "H", "H", "H", "H", "N", "N"],
  "coordinates": [[2.49224, -0.49648, 0.16280], [0.29316, -0.59182, -0.55710], [-1.26065, -0.71158, -1.04142], [-0.81876, -0.15395, 1.26892], [0.16059, 0.63715, 0.30335], [-0.42669, 1.91454, -0.20921], [2.14471, -1.72309, 0.40668], [3.19315, -0.43496, -0.87792], [3.07732, 0.01680, 1.20043], [0.49245, -1.63645, -0.06823], [-1.48614, 0.01213, -1.81079], [-1.47380, -1.72984, -1.54760], [-2.33741, -1.44376, 0.52030], [-0.26150, -0.69865, 2.03993], [-1.46298, 0.47134, 1.97391], [0.53826, 2.86249, -0.20760], [-0.80398, 2.01619, -1.52368], [-1.46598, 2.14436, 0.36168], [1.35585, 0.19443, -0.30436], [-1.75492, -0.68639, 0.29991]]
}

Entry 5:
{
  "formula": "C7H9N3O",
  "method": "ωB97M-V with the def2-TZVPD basis set",
  "homo_energy_ev": -8.35,
  "e_tot_ev": -13916.1383,
  "smiles": "CC1=C\\C\\N=[N+]([O-])/C=N\\C=C/1",
  "total_charge": 0,
  "elements": ["C", "C", "C", "C", "N", "N", "O", "C", "N", "C", "C", "H", "H", "H", "H", "H", "H", "H", "H", "H"],
  "coordinates": [[-2.45132, 0.06187, -0.81791], [-1.15276, 0.11243, -0.12349], [-0.08391, 0.80730, -0.50569], [0.87757, 1.41499, 0.59499], [2.21882, 1.25929, 0.39601], [2.48462, 0.25894, -0.27250], [3.59362, -0.09621, -0.63261], [1.53030, -0.81679, -0.65217], [1.08511, -1.65225, 0.21960], [0.15562, -1.49646, 1.16423], [-1.00682, -0.72831, 1.03977], [-2.30596, 0.60255, -1.80114], [-3.28360, 0.69318, -0.36828], [-2.88828, -0.97484, -0.80191], [-0.09671, 1.41360, -1.44497], [0.54052, 2.52421, 0.54846], [0.50411, 0.87157, 1.48350], [1.64829, -1.12917, -1.62618], [0.30979, -2.25333, 1.83185], [-1.67901, -0.87255, 1.76845]]
}

Entry 6:
{
  "formula": "CH3IN4",
  "method": "ωB97M-V with the def2-TZVPD basis set",
  "homo_energy_ev": -9.80,
  "e_tot_ev": -15143.3651,
  "smiles": "C1N=NN=N1.I",
  "total_charge": 0,
  "elements": ["C", "N", "N", "N", "N", "H", "H", "I", "H"],
  "coordinates": [[-1.01738, -0.93642, -0.54822], [-0.36184, -1.04397, 0.73033], [0.03158, 0.14990, 1.07123], [-0.37347, 1.10889, 0.13061], [-1.02786, 0.56553, -0.75796], [-0.41924, -1.34926, -1.32460], [-2.03485, -1.39493, -0.46819], [3.06941, 0.89620, 0.33810], [2.13365, 2.00404, 0.82870]]
}

The records above give, respectively, energy above the lowest of the compared OMol25 structures with the same formula, charge and spin values of 0.000 2.213 1.984 8.663 6.446 1.903 eV.
The records above give, respectively, largest force on an atom values of 0.1 1.5 1.2 5.3 5.1 4.7 eV/A.